No. 1
Here is a molecular structure, C29H25BrCaN8OPS3 in a non-equilibrium geometry from the OMol25 dataset. Energies are from ωB97M-V/def2-TZVPD.

```
! wB97M-V def2-TZVPD RIJCOSX def2/J DEFGRID3
* xyz -1 1
Ca -1.27679 1.04264 -0.17823
Br -0.75379 1.19775 -7.48577
C -1.18759 1.51175 -5.65195
C -2.53615 1.64859 -5.27611
C -2.85681 1.86457 -3.96464
C -1.86195 1.94669 -2.93827
O -2.19539 2.08504 -1.72498
C -0.48680 1.85981 -3.37370
C 0.60592 2.06414 -2.47267
N 0.46080 2.31628 -1.21552
C 1.49443 2.76396 -0.40111
C 2.68202 3.31685 -0.82954
C 3.65144 3.76543 0.08426
C 3.43400 3.69806 1.43268
C 2.19582 3.21903 1.91758
C 1.84806 3.23148 3.28684
C 0.59345 2.85491 3.66856
C -0.31354 2.40305 2.68939
N -0.00250 2.31576 1.41733
C 1.22306 2.75009 1.00689
C -0.18843 1.62505 -4.73162
H -3.31290 1.57873 -6.02572
H -3.89042 1.94702 -3.65482
H 1.60380 2.02647 -2.92442
H 2.87517 3.41668 -1.89085
H 4.57661 4.18661 -0.28999
H 4.18592 4.03694 2.13637
H 2.58066 3.55964 4.01631
H 0.28187 2.89731 4.70396
H -1.32308 2.09830 2.95577
H 0.84597 1.53385 -5.04199
C 2.61512 -2.40954 2.95758
N 2.77490 -1.71253 1.69838
C 3.85532 -0.95084 1.34210
C 3.60649 -0.51734 0.07355
N 2.38796 -0.97978 -0.35433
C 1.89976 -1.68226 0.64945
P 0.38938 -2.70475 0.65543
C -0.40107 -2.26867 -0.92603
N -0.67441 -1.08424 -1.44017
C -1.27851 -1.31509 -2.64365
C -1.40299 -2.65698 -2.84722
N -0.85198 -3.25955 -1.75429
C -0.79417 -4.69147 -1.54284
C -0.55919 -1.76926 1.89805
N -0.07072 -0.71650 2.53711
C -0.93451 -0.48263 3.57269
C -1.94251 -1.40328 3.56178
N -1.68978 -2.22682 2.50493
C -2.56844 -3.27397 2.01878
H 3.58516 -2.48036 3.44476
H 2.23944 -3.41796 2.78026
H 1.91596 -1.88383 3.60394
H 4.69244 -0.79865 2.00403
H 4.23330 0.08779 -0.56155
H -1.62858 -0.51867 -3.27468
H -1.85942 -3.22036 -3.64389
H -0.78656 -5.19467 -2.50696
H -1.65882 -5.03866 -0.97530
H 0.11095 -4.95669 -1.00491
H -0.77633 0.33152 4.26311
H -2.83039 -1.49443 4.16293
H -3.00097 -3.80712 2.86363
H -1.98632 -3.97032 1.41329
H -3.36417 -2.83165 1.41404
S -5.24265 -1.15332 2.15622
C -4.07126 -0.37199 1.20865
S -3.40778 1.14781 1.68565
S -3.47755 -1.08543 -0.23854
*
```

Its energy relative to the best compared isomer or geometry (same formula, charge and spin) is 0.0 kcal/mol.

And the natural (NBO) charges, in e, turn out to be:
1 Ca 1.7223
2 Br -0.0023
3 C -0.1791
4 C -0.1996
5 C -0.2825
6 C 0.4367
7 O -0.7824
8 C -0.2898
9 C 0.2077
10 N -0.5827
11 C 0.1403
12 C -0.2407
13 C -0.2014
14 C -0.2098
15 C -0.1118
16 C -0.1210
17 C -0.2704
18 C 0.0882
19 N -0.5236
20 C 0.2273
21 C -0.1158
22 H 0.2205
23 H 0.2333
24 H 0.1561
25 H 0.2092
26 H 0.2081
27 H 0.2056
28 H 0.2066
29 H 0.2193
30 H 0.2464
31 H 0.2070
32 C -0.4087
33 N -0.3384
34 C -0.1069
35 C -0.0896
36 N -0.4703
37 C 0.0902
38 P 0.7389
39 C 0.0888
40 N -0.5229
41 C -0.0599
42 C -0.0784
43 N -0.3327
44 C -0.4039
45 C 0.0444
46 N -0.5251
47 C -0.1091
48 C -0.0391
49 N -0.3318
50 C -0.4273
51 H 0.2035
52 H 0.2125
53 H 0.2340
54 H 0.2091
55 H 0.2021
56 H 0.2245
57 H 0.2153
58 H 0.2076
59 H 0.2123
60 H 0.2224
61 H 0.1976
62 H 0.2440
63 H 0.2026
64 H 0.1838
65 H 0.2895
66 S -0.3482
67 C -0.5044
68 S -0.4903
69 S -0.4577

No. 2
Here is C5H9N2P in the gas phase in a non-equilibrium geometry from the OMol25 dataset. Energies are from ωB97M-V/def2-TZVPD.

```
! wB97M-V def2-TZVPD RIJCOSX def2/J DEFGRID3
* xyz 0 1
C -0.22175 -0.40896 2.11260
C 0.93909 0.21737 1.33668
C 0.80643 -0.41603 -0.10785
P 1.79612 -1.50119 -0.86274
N 0.96330 -1.28004 -2.34467
N -0.07939 -0.45187 -2.21550
C -0.24548 0.12086 -1.07429
C -1.28107 1.14860 -0.90061
H -1.09288 -0.13354 1.48796
H -0.44414 0.04614 3.10979
H -0.18245 -1.55992 2.29506
H 2.01663 0.15950 1.82089
H 0.71903 1.34875 1.20862
H 1.01657 -1.80658 -3.28486
H -0.85272 2.22873 -0.91854
H -1.84591 1.21172 0.06229
H -2.01137 1.07649 -1.72482
*
```

Its SMILES is CCc1p[nH]nc1C. Its energy relative to the best compared isomer or geometry (same formula, charge and spin) is 12.3 kcal/mol.

And the natural (NBO) charges, in e, turn out to be:
1 C -0.6133
2 C -0.4249
3 C -0.5171
4 P 0.7988
5 N -0.6598
6 N -0.2488
7 C 0.1324
8 C -0.6577
9 H 0.2056
10 H 0.2087
11 H 0.2163
12 H 0.2226
13 H 0.2122
14 H 0.4278
15 H 0.2250
16 H 0.2243
17 H 0.2479

No. 3
Here is 3 unconnected molecules or ions with the total composition C18H27BrClN6O2 in a non-equilibrium geometry from the OMol25 dataset. Energies are from ωB97M-V/def2-TZVPD.

```
! wB97M-V def2-TZVPD RIJCOSX def2/J DEFGRID3
* xyz 1 1
C -1.69090 1.13053 -1.98479
C -0.76365 2.42723 -1.72097
O -1.29875 3.39936 -1.13660
N 0.63294 2.44737 -2.17446
C 1.45428 3.53463 -1.56182
N 1.24042 1.20676 -2.16418
C 1.54164 0.46834 -1.09283
N 2.15725 -0.84108 -1.31973
C 3.00905 -1.30129 -0.18631
C 3.05294 -2.93035 -0.29269
C 2.42976 -0.97334 1.27711
Br 3.74917 0.08520 2.31531
C 0.99603 -0.27808 1.08393
C 0.35812 -0.01494 2.52876
C -1.13412 0.57784 2.50309
O -1.38278 1.48341 3.34320
Cl -2.47184 0.01089 1.40264
N 1.20802 0.94122 0.25347
H -1.35662 0.70747 -3.00563
H -2.79357 1.44028 -1.98018
H -1.42516 0.37064 -1.16718
H 1.12390 3.81484 -0.48822
H 1.32622 4.47390 -2.21740
H 2.55306 3.23498 -1.62757
H 1.48067 0.80210 -3.09415
H 1.48472 -1.55376 -1.63813
H 4.09402 -0.94974 -0.23259
H 1.95626 -3.26860 -0.11508
H 3.31227 -3.27562 -1.35551
H 3.70895 -3.40842 0.50616
H 2.24030 -1.96269 1.84596
H 0.32592 -1.05281 0.54458
H 1.01342 0.63988 3.20797
H 0.27877 -1.03429 3.07538
H 1.91602 1.58156 0.64672
N -4.25412 2.46068 -4.36072
C -4.14037 2.02008 -5.65318
C -5.36688 1.54494 -6.04796
C -6.25518 1.70981 -4.95624
C -5.54218 2.27957 -3.93019
H -3.50774 2.85699 -3.81303
H -3.19875 2.08142 -6.17788
H -5.59956 1.12623 -7.01592
H -7.30096 1.44188 -4.92502
H -5.83854 2.56999 -2.93338
N 1.80356 -2.20219 5.04813
C 1.15382 -2.37964 6.24111
C 1.19776 -3.71653 6.55228
C 1.90477 -4.36998 5.51248
C 2.26919 -3.41123 4.59966
H 1.92179 -1.32067 4.57456
H 0.71649 -1.54178 6.76291
H 0.76953 -4.17370 7.43190
H 2.12351 -5.42521 5.44058
H 2.81712 -3.48411 3.67166
*
```

And the natural (NBO) charges, in e, turn out to be:
1 C -0.7184
2 C 0.6795
3 O -0.5325
4 N -0.3085
5 C -0.4608
6 N -0.3369
7 C 0.7244
8 N -0.6320
9 C -0.0978
10 C -0.6235
11 C -0.2718
12 Br 0.0430
13 C -0.0916
14 C -0.5244
15 C 0.5286
16 O -0.4707
17 Cl -0.0372
18 N -0.6460
19 H 0.2237
20 H 0.2821
21 H 0.2351
22 H 0.2423
23 H 0.2562
24 H 0.2197
25 H 0.4416
26 H 0.4271
27 H 0.2456
28 H 0.2037
29 H 0.2441
30 H 0.2561
31 H 0.2546
32 H 0.2446
33 H 0.2751
34 H 0.2771
35 H 0.4393
36 N -0.5176
37 C -0.0869
38 C -0.2995
39 C -0.2863
40 C -0.0855
41 H 0.4037
42 H 0.2057
43 H 0.2283
44 H 0.2277
45 H 0.2130
46 N -0.5239
47 C -0.0729
48 C -0.2950
49 C -0.2766
50 C -0.1012
51 H 0.4006
52 H 0.2183
53 H 0.2341
54 H 0.2291
55 H 0.1933

| no. | frontier orbital gap (eV) | energy (Eh) |
| --- | --- | --- |
| 1 | 4.76 | -6421.17463 |
| 2 | 10.05 | -646.73465 |
| 3 | 5.56 | -4214.94425 |